(1)
ORCA calculation (the ωB97M-V functional and the def2-TZVPD basis) on a structure of composition C36H32N2NiPS2 at a distorted geometry.

Orbital gap in eV: 6.64
DFT total energy in eV: -112829.2663
2S+1: 1
Total charge: +1
LUMO level in eV: -3.90

Last column: Löwdin charge in e.
Geometry (Å):
Ni: 0.292 -0.364 0.003  -0.133
S: -0.686 -0.725 -1.902  0.889
C: -1.383 -2.238 -1.693  -0.577
N: -2.425 -2.660 -2.376  -0.080
C: -2.971 -4.006 -2.175  -0.078
C: -1.839 -4.957 -1.927  -0.080
N: -1.056 -4.471 -0.789  -0.086
C: -0.560 -5.508 0.137  -0.099
C: -1.710 -6.139 0.879  -0.227
C: -2.477 -5.363 1.746  -0.035
C: -3.547 -5.926 2.421  -0.066
C: -3.856 -7.269 2.238  -0.072
C: -3.095 -8.045 1.380  -0.067
C: -2.024 -7.479 0.698  -0.045
C: -0.806 -3.187 -0.634  -0.619
S: 0.059 -2.531 0.630  0.821
C: -3.108 -1.849 -3.404  -0.098
C: -2.798 -2.367 -4.785  -0.223
C: -1.501 -2.292 -5.290  -0.034
C: -1.215 -2.798 -6.547  -0.065
C: -2.221 -3.379 -7.311  -0.071
C: -3.513 -3.452 -6.815  -0.067
C: -3.799 -2.949 -5.552  -0.047
H: -3.514 -4.285 -3.076  0.134
H: -3.666 -3.989 -1.331  0.151
H: -1.193 -5.036 -2.806  0.151
H: -2.218 -5.946 -1.677  0.135
H: 0.142 -5.036 0.818  0.086
H: -0.021 -6.245 -0.460  0.139
H: -2.228 -4.318 1.899  0.105
H: -4.137 -5.321 3.097  0.109
H: -4.688 -7.710 2.771  0.109
H: -3.331 -9.092 1.240  0.110
H: -1.426 -8.089 0.030  0.117
H: -2.800 -0.815 -3.272  0.094
H: -4.177 -1.921 -3.200  0.137
H: -0.716 -1.826 -4.704  0.097
H: -0.209 -2.732 -6.938  0.110
H: -1.997 -3.768 -8.295  0.110
H: -4.300 -3.897 -7.409  0.110
H: -4.812 -3.000 -5.167  0.116
C: -2.523 0.046 4.847  -0.076
C: -1.502 -0.894 4.795  -0.077
C: -0.436 -0.706 3.930  -0.112
C: -0.376 0.427 3.118  -0.371
C: -1.400 1.367 3.177  -0.070
C: -2.471 1.173 4.039  -0.069
P: 1.020 0.581 1.969  1.068
C: 2.455 1.091 2.945  -0.355
C: 3.726 0.985 2.384  -0.090
C: 4.829 1.462 3.073  -0.072
C: 4.668 2.033 4.329  -0.071
C: 3.405 2.126 4.894  -0.068
C: 2.295 1.653 4.207  -0.078
C: 0.677 2.010 0.927  -0.410
C: 1.105 3.320 1.073  -0.062
C: 0.761 4.210 0.064  -0.070
C: 0.052 3.760 -1.051  -0.073
C: -0.281 2.417 -1.208  -0.119
C: 0.033 1.510 -0.200  -0.265
H: -3.358 -0.098 5.520  0.107
H: -1.536 -1.771 5.428  0.107
H: 0.360 -1.444 3.894  0.106
H: -1.363 2.248 2.549  0.108
H: -3.263 1.909 4.083  0.109
H: 3.852 0.539 1.404  0.108
H: 5.815 1.383 2.634  0.109
H: 5.530 2.403 4.869  0.109
H: 3.279 2.568 5.874  0.110
H: 1.311 1.731 4.653  0.108
H: 1.688 3.638 1.929  0.112
H: 1.055 5.249 0.128  0.106
H: -0.210 4.466 -1.829  0.106
H: -0.780 2.101 -2.118  0.075



(2)
ORCA calculation (the ωB97M-V functional and the def2-TZVPD basis) on a structure of composition C36H32N5O5Zn.

Orbital gap in eV: 6.73
DFT total energy in eV: -103959.0803
2S+1: 1
Total charge: -1
LUMO level in eV: 2.43

Last column: Löwdin charge in e.
Geometry (Å):
Zn: 0.421 2.052 0.202  0.758
O: 0.210 4.140 0.186  -0.148
C: -0.544 4.662 1.092  -0.396
C: -1.322 5.815 0.789  -0.040
C: -2.213 6.361 1.682  -0.119
C: -2.355 5.838 2.972  -0.137
C: -1.548 4.780 3.336  -0.080
C: -0.656 4.180 2.443  -0.152
C: 0.312 3.214 2.940  -0.086
N: 0.870 2.371 2.167  -0.069
N: 2.052 1.781 2.584  0.068
C: 2.787 1.555 1.521  -0.474
O: 2.456 1.762 0.298  -0.117
C: 4.184 1.091 1.789  -0.144
C: 5.119 1.136 0.762  -0.026
C: 6.429 0.731 0.982  -0.094
C: 6.814 0.273 2.233  -0.113
C: 5.884 0.235 3.266  -0.101
C: 4.578 0.642 3.047  -0.041
H: -1.211 6.230 -0.207  0.105
H: -2.809 7.216 1.381  0.089
H: -3.070 6.261 3.667  0.081
H: -1.597 4.390 4.349  0.102
H: 0.683 3.317 3.963  0.123
H: 4.797 1.493 -0.207  0.111
H: 7.146 0.762 0.170  0.094
H: 7.834 -0.051 2.406  0.090
H: 6.182 -0.117 4.247  0.092
H: 3.847 0.622 3.844  0.100
C: -3.007 -1.580 -3.499  -0.064
O: -2.073 -2.084 -2.565  -0.076
C: -2.305 -3.297 -2.011  -0.226
C: -3.316 -4.158 -2.417  -0.020
C: -3.440 -5.425 -1.859  -0.101
C: -2.554 -5.836 -0.878  -0.108
C: -1.567 -4.964 -0.443  -0.025
C: -1.426 -3.689 -0.983  -0.170
N: -0.373 -2.882 -0.538  0.151
C: -0.334 -1.491 -0.370  -0.354
N: -1.573 -0.968 -0.188  0.145
C: -2.120 0.317 -0.403  -0.183
C: -1.430 1.533 -0.468  -0.098
C: -2.221 2.645 -0.807  -0.132
C: -3.591 2.598 -1.019  -0.094
C: -4.256 1.389 -0.888  -0.043
C: -3.517 0.267 -0.589  -0.259
O: -4.164 -0.970 -0.503  -0.158
C: -4.835 -1.176 0.732  -0.070
N: 0.758 -0.819 -0.382  0.147
C: 1.941 -1.558 -0.587  -0.218
C: 2.473 -2.301 0.473  -0.050
C: 3.565 -3.139 0.318  -0.105
C: 4.171 -3.235 -0.926  -0.107
C: 3.690 -2.476 -1.978  -0.017
C: 2.592 -1.631 -1.830  -0.223
O: 2.215 -0.989 -2.970  -0.082
C: 1.565 0.283 -2.901  -0.060
H: -2.648 -0.592 -3.773  0.101
H: -3.998 -1.488 -3.047  0.093
H: -3.061 -2.211 -4.391  0.091
H: -3.999 -3.856 -3.198  0.102
H: -4.223 -6.085 -2.206  0.096
H: -2.635 -6.822 -0.439  0.095
H: -0.881 -5.260 0.342  0.114
H: 0.479 -3.359 -0.293  0.125
H: -2.303 -1.662 -0.225  0.107
H: -1.734 3.603 -0.907  0.069
H: -4.138 3.500 -1.266  0.095
H: -5.327 1.300 -1.035  0.113
H: -5.563 -1.971 0.579  0.086
H: -5.347 -0.268 1.055  0.088
H: -4.131 -1.477 1.515  0.092
H: 1.990 -2.197 1.438  0.121
H: 3.947 -3.693 1.166  0.094
H: 5.033 -3.874 -1.072  0.093
H: 4.160 -2.517 -2.952  0.113
H: 1.688 0.720 -3.891  0.087
H: 2.037 0.921 -2.154  0.078
H: 0.506 0.185 -2.673  0.071



(3)
ORCA calculation (the ωB97M-V functional and the def2-TZVPD basis) on a cluster of 7 separate species, C36H32O22 in total at a distorted geometry.

Orbital gap in eV: 6.08
SMILES string: O=C1C=C(O)C(=O)C=C1O.O=C1C=C(O)C(=O)C=C1O.O=C1C=C(O)C(=O)C=C1O.O=C1C=C(O)C(=O)C=C1O.O=C1C=C(O)C(=O)C=C1O.CC(C)=O.CC(C)=O
DFT total energy in eV: -82875.8284
Energy relative to the best compared isomer or geometry (same formula, charge and spin) in kJ/mol: 1749.3
2S+1: 1
Total charge: 0
LUMO level in eV: -2.75

Last column: Löwdin charge in e.
Geometry (Å):
C: 2.099 1.284 -2.713  0.090
C: 0.979 1.222 -3.684  -0.184
C: 0.953 0.213 -4.702  -0.303
O: -0.053 0.242 -5.516  0.019
C: 1.949 -0.884 -4.591  0.078
C: 3.016 -0.816 -3.591  -0.220
C: 3.236 0.356 -2.732  -0.385
O: 4.213 0.395 -2.034  0.151
O: 3.629 -1.914 -3.189  0.106
O: -0.016 2.162 -3.782  0.065
H: 2.149 2.233 -2.033  0.137
H: 1.682 -1.870 -4.988  0.112
H: 3.355 -2.572 -3.947  0.182
H: -0.495 1.996 -4.635  0.119
C: 2.132 -0.884 3.997  0.088
C: 3.228 -0.125 3.538  -0.209
C: 4.498 -0.111 4.297  -0.371
O: 5.519 0.279 3.739  0.109
C: 4.537 -0.704 5.574  0.121
C: 3.328 -1.503 6.150  -0.090
C: 2.061 -1.620 5.304  -0.283
O: 1.098 -2.315 5.732  0.080
O: 3.400 -2.278 7.231  0.129
O: 3.107 0.403 2.317  0.119
H: 1.144 -0.963 3.277  0.144
H: 5.337 -0.771 6.051  0.025
H: 4.228 -2.663 7.403  0.107
H: 3.979 0.666 2.237  0.066
C: 4.702 5.533 1.661  0.143
C: 4.854 5.045 0.194  -0.167
C: 4.072 3.940 -0.242  -0.369
O: 4.295 3.476 -1.409  0.050
C: 3.100 3.322 0.602  0.100
C: 2.828 3.938 1.915  -0.139
C: 3.648 4.884 2.563  -0.354
O: 3.411 5.255 3.724  0.118
O: 1.804 3.418 2.634  0.187
O: 5.645 5.689 -0.718  0.074
H: 5.183 6.463 2.204  0.147
H: 2.554 2.515 0.079  0.103
H: 1.346 2.889 2.231  -0.091
H: 6.002 5.103 -1.396  0.116
C: -3.528 -0.481 -5.499  0.096
C: -4.918 -0.796 -6.185  -0.107
C: -6.186 -0.631 -5.496  -0.460
O: -7.243 -0.848 -6.021  0.129
C: -6.050 -0.152 -4.159  0.084
C: -4.741 0.249 -3.395  -0.062
C: -3.465 0.090 -4.207  -0.381
O: -2.398 0.445 -3.650  0.066
O: -4.594 0.522 -2.027  0.123
O: -4.946 -1.322 -7.459  0.085
H: -2.600 -0.804 -6.094  0.138
H: -7.009 0.229 -3.601  0.145
H: -5.461 0.671 -1.854  0.048
H: -5.910 -1.229 -7.659  0.125
C: -2.978 -2.799 0.864  0.088
C: -1.462 -2.896 0.816  -0.155
C: -0.885 -3.404 -0.473  -0.473
O: 0.292 -3.598 -0.490  0.106
C: -1.693 -3.591 -1.615  0.094
C: -3.292 -3.280 -1.587  -0.097
C: -3.866 -2.947 -0.253  -0.413
O: -5.053 -2.752 -0.163  0.132
O: -4.108 -3.136 -2.639  0.135
O: -0.578 -2.698 1.779  0.137
H: -3.334 -2.646 1.878  0.099
H: -1.084 -4.008 -2.596  0.166
H: -3.443 -3.324 -3.289  0.106
H: 0.144 -3.002 1.370  0.027
C: 0.788 0.108 0.190  -0.031
C: -0.302 0.982 0.464  -0.423
O: -0.097 1.987 1.239  0.005
C: -1.690 0.795 -0.217  0.001
H: 0.868 -0.700 0.990  0.110
H: 1.693 0.509 0.229  0.002
H: 0.818 -0.260 -0.899  0.122
H: -2.505 1.220 0.476  0.103
H: -1.845 -0.365 -0.275  0.092
H: -1.539 1.314 -1.206  0.093
C: -1.888 0.090 3.562  -0.041
C: -2.224 -0.565 4.916  -0.461
O: -1.579 -0.148 5.903  0.019
C: -2.985 -1.885 5.006  -0.033
H: -0.877 -0.401 3.165  0.083
H: -1.575 1.150 3.444  0.069
H: -2.859 -0.030 2.784  0.127
H: -2.305 -2.661 4.601  0.091
H: -3.912 -1.849 4.477  0.049
H: -3.290 -2.037 6.124  0.122



> Among the records above, which one has the lowest total charge?

C36H32N5O5Zn